{"formula": "C32H38N4O2PdSSi", "method": "wB97M-V/def2-TZVPD", "e_tot_ev": -66028.9633, "gap_ev": [8.87, 4.63], "homo_energy_ha": [-0.5016, -0.4997], "max_force_ev_per_a": 1.678, "lumo_ha": [-0.17574, -0.32935], "s2": 6.03, "total_charge": 2, "multiplicity": 5, "symbols": ["Pd", "C", "Si", "C", "C", "N", "C", "C", "C", "C", "C", "C", "O", "C", "C", "C", "C", "C", "C", "H", "H", "H", "H", "H", "H", "H", "H", "H", "H", "H", "H", "H", "H", "H", "H", "H", "H", "C", "C", "N", "C", "C", "C", "S", "N", "C", "O", "C", "C", "C", "C", "C", "C", "H", "H", "H", "H", "H", "H", "H", "H", "H", "H", "H", "H", "H", "H", "H", "C", "C", "C", "N", "C", "C", "H", "H", "H", "H", "H"], "positions_angstrom": [[-0.25440, 0.54460, 0.26140], [-1.71470, 2.79680, -1.12590], [-3.20730, 1.79530, -0.47270], [-4.41390, 1.49660, -1.90970], [-3.85010, 2.43870, 1.19550], [-2.41120, 0.21260, 0.03710], [-3.00450, -0.88510, 0.72840], [-4.44280, -1.07200, 0.84480], [-4.62390, -2.49500, 1.08570], [-3.00080, -3.96650, 0.74250], [-1.58930, -3.67120, 0.39800], [-1.18920, -2.53880, 0.99700], [0.00880, -1.91090, 0.98960], [1.08260, -2.63480, 0.43020], [2.02130, -3.17990, 1.29090], [3.09760, -3.87690, 0.76220], [3.24140, -3.99730, -0.61320], [2.30420, -3.43720, -1.46710], [1.20910, -2.76240, -0.94940], [-2.05810, 3.53490, -1.84580], [-0.96650, 2.17270, -1.64090], [-1.22680, 3.34840, -0.32180], [-5.03600, 2.37980, -2.02140], [-5.08050, 0.64980, -1.77790], [-3.88680, 1.36430, -2.85270], [-4.08410, 3.49610, 1.10990], [-3.10510, 2.32860, 1.98400], [-4.75760, 1.94290, 1.52960], [-5.17900, -0.40350, 0.44820], [-5.59020, -2.78730, 1.47990], [-3.17470, -5.02080, 0.94900], [-0.99510, -4.32690, -0.21150], [1.89480, -3.06540, 2.35640], [3.82120, -4.32140, 1.42820], [4.08630, -4.53020, -1.01780], [2.41640, -3.52240, -2.53700], [0.45440, -2.34250, -1.60160], [4.95140, -0.84710, -1.64530], [4.52980, -0.53770, -0.21230], [4.13170, 0.83670, -0.00080], [5.14600, 1.83030, 0.31950], [5.61640, 2.57070, -0.93210], [2.88400, 1.24680, -0.15420], [1.72140, 0.20100, -0.95560], [2.57220, 2.48860, 0.08990], [1.46240, 3.05520, 0.55270], [0.53880, 2.41660, 1.11850], [1.44590, 4.52010, 0.44100], [0.43560, 5.25940, 1.06280], [0.42910, 6.63480, 0.94740], [1.42170, 7.27820, 0.21600], [2.43190, 6.54790, -0.39880], [2.44840, 5.17410, -0.28790], [5.22930, -1.89540, -1.70890], [5.80620, -0.24910, -1.94510], [4.13240, -0.66300, -2.33590], [5.36060, -0.74300, 0.46510], [3.69470, -1.18620, 0.06510], [5.98400, 1.32740, 0.80240], [4.70710, 2.54380, 1.02210], [6.28500, 1.95060, -1.52130], [6.15190, 3.47200, -0.64980], [4.76870, 2.85230, -1.55240], [-0.31590, 4.74210, 1.64270], [-0.33770, 7.21340, 1.43780], [1.41200, 8.35280, 0.13160], [3.20230, 7.05030, -0.96360], [3.22380, 4.58640, -0.75490], [-4.17580, -3.39430, -0.15570], [-3.37330, -2.96780, 1.85140], [-2.32070, -1.84760, 1.71820], [-2.45210, -1.02610, -0.61150], [-3.14120, -1.59960, -1.64430], [-3.85370, -2.72710, -1.44790], [-4.91700, -4.16930, -0.33540], [-3.49860, -3.34510, 2.85980], [-2.01760, -1.36870, 2.64940], [-2.96360, -1.19690, -2.63140], [-4.25330, -3.20100, -2.33310]], "forces_ev_per_angstrom": [[1.6, 0.5, 0.3], [-0.6, -0.4, 0.2], [0.3, 1.4, -0.6], [0.4, -0.2, 0.8], [0.1, -0.5, -0.7], [0.1, 0.0, -0.2], [0.0, -0.7, 0.8], [-0.2, 0.3, -0.1], [-0.2, -0.3, -0.1], [0.5, -0.1, 0.4], [0.1, -0.1, 0.2], [-0.2, -0.2, 0.1], [0.0, -0.4, 0.0], [0.3, -0.2, -0.1], [-0.3, 0.1, 0.0], [-0.1, 0.1, -0.1], [0.0, 0.0, 0.0], [0.0, 0.0, 0.0], [-0.2, 0.2, 0.3], [-0.2, 0.1, -0.2], [-0.3, 0.1, 0.1], [0.0, -0.1, 0.0], [-0.1, 0.2, 0.0], [-0.2, -0.1, 0.1], [0.2, 0.0, 0.0], [0.0, 0.2, -0.1], [0.2, 0.0, -0.1], [-0.1, -0.1, 0.0], [-0.3, 0.3, 0.0], [-0.1, -0.1, 0.0], [0.0, 0.1, 0.0], [0.2, 0.0, -0.2], [0.0, 0.0, 0.1], [0.1, 0.0, 0.0], [0.1, -0.1, -0.1], [0.0, -0.1, -0.1], [-0.1, 0.0, -0.1], [0.0, 0.1, 0.2], [0.1, -0.6, -0.5], [-0.5, 0.0, 0.1], [0.3, 0.7, 0.2], [0.0, -0.1, 0.1], [0.3, 0.4, 0.4], [-0.6, 0.1, 0.2], [0.7, -0.4, -0.7], [-0.4, -0.2, 0.3], [-0.4, 0.0, -0.2], [-0.1, 0.3, 0.0], [0.2, -0.2, -0.1], [0.1, 0.1, 0.0], [0.0, -0.1, 0.0], [-0.1, 0.1, 0.0], [-0.2, -0.2, 0.2], [0.0, -0.1, -0.1], [0.1, 0.0, -0.1], [0.0, 0.0, -0.1], [-0.2, 0.0, 0.1], [0.1, 0.0, 0.1], [-0.1, 0.0, 0.0], [0.2, -0.2, 0.0], [0.1, 0.0, -0.1], [0.1, 0.1, 0.0], [-0.1, 0.1, 0.0], [0.0, 0.0, 0.0], [-0.1, 0.1, 0.0], [0.0, 0.1, 0.0], [0.0, 0.1, 0.0], [0.1, 0.0, 0.0], [-0.5, 0.2, -0.3], [0.0, -0.1, 0.2], [0.4, 0.3, -0.1], [-0.8, -0.4, -0.1], [0.5, 0.7, -0.6], [-0.5, -0.6, 0.5], [0.0, 0.0, -0.1], [0.0, 0.0, 0.1], [-0.1, 0.0, 0.0], [0.0, 0.0, -0.1], [0.0, 0.0, -0.2]], "lowdin_spin": [0.9282, 0.0031, 0.0213, 0.0058, 0.0095, 0.1778, 0.0897, 0.6018, 0.0918, 0.0411, 0.0676, 0.0295, 0.0190, 0.0247, -0.0019, 0.0128, 0.0018, 0.0087, 0.0271, 0.0005, 0.0017, 0.0001, 0.0015, 0.0006, 0.0001, 0.0016, 0.0002, 0.0015, 0.0326, 0.0064, 0.0060, 0.0044, -0.0003, 0.0007, 0.0000, 0.0001, 0.0012, 0.0026, 0.0160, -0.0018, 0.0031, 0.0000, 0.0465, 0.6680, 0.1179, 0.0223, 0.0940, 0.0071, 0.0045, 0.0011, 0.0081, -0.0001, 0.0069, 0.0001, 0.0001, 0.0020, 0.0017, 0.0081, 0.0002, 0.0019, 0.0001, -0.0001, -0.0001, 0.0003, -0.0001, 0.0004, -0.0001, 0.0001, 0.1019, 0.0175, 0.0133, 0.3727, 0.0613, 0.1885, 0.0045, 0.0004, 0.0012, 0.0013, 0.0090]}